(1)
ORCA calculation (ωB97M-V with the def2-TZVPD basis set) on C2H42BeO21 as an isolated structure in a non-equilibrium geometry.

- Maximum force: 2.92 eV/A
- ΔE to the lowest compared entry with this formula, charge and spin: 0.00 kJ/mol

Each line ends with the Löwdin charge.
Element x y z (Å)
O (-3.76, -1.84, -1.64)  -0.002
O (-0.52, -2.22, 2.11)  -0.031
O (-0.99, 0.31, -1.66)  -0.207
O (2.02, 3.45, -0.21)  -0.045
O (1.19, -4.28, 0.09)  -0.058
O (-1.30, 0.08, 3.48)  -0.025
O (0.14, 0.25, -4.36)  -0.018
O (-0.43, 2.58, 2.73)  -0.041
O (1.55, -0.86, 4.21)  -0.038
O (-0.33, 1.86, 0.14)  -0.226
O (-3.07, 1.30, 1.61)  -0.049
O (1.86, -0.72, -2.59)  -0.021
O (-1.73, -3.43, -0.10)  -0.029
O (2.60, -1.95, -0.36)  -0.058
O (3.73, 0.82, -0.47)  -0.068
O (-2.17, 2.76, -1.60)  0.087
O (0.03, 4.87, 0.92)  -0.102
O (0.34, 2.42, -2.40)  0.056
O (2.97, -0.19, 1.88)  -0.062
O (-3.21, -1.99, 1.93)  -0.057
O (-1.26, -2.10, -2.74)  -0.037
C (0.20, 0.63, 0.39)  -0.263
C (-0.68, -0.30, -0.40)  -0.217
Be (-0.79, 1.74, -1.26)  -0.007
H (1.53, -3.47, -0.32)  -0.015
H (-0.34, -2.17, 1.17)  -0.002
H (-2.94, -1.98, -2.07)  -0.036
H (-1.54, -2.91, -0.86)  -0.010
H (-0.52, -2.12, -3.34)  0.050
H (0.32, 2.31, 3.27)  0.071
H (4.39, 1.25, -1.08)  0.110
H (-0.83, 0.33, -4.48)  0.111
H (1.66, 2.66, 0.22)  0.035
H (0.32, -0.47, -4.92)  0.055
H (-3.02, 2.23, -1.59)  0.149
H (1.99, -0.73, 3.38)  -0.033
H (0.34, -4.03, 0.40)  -0.030
H (0.76, 4.27, 0.62)  -0.023
H (0.59, 1.68, -3.02)  0.076
H (3.09, 0.34, -1.05)  0.031
H (3.59, -0.94, 1.78)  0.073
H (-1.60, -0.51, 0.08)  0.112
H (3.25, 0.19, 1.02)  -0.014
H (2.29, -1.50, 0.43)  0.026
H (-0.28, 2.21, 1.84)  -0.002
H (-3.04, 0.50, 2.15)  0.015
H (2.48, -1.55, -1.24)  0.001
H (1.12, -0.32, -3.05)  -0.006
H (-2.19, 1.27, 1.19)  -0.001
H (-0.46, 4.44, 1.67)  0.033
H (2.28, -1.00, 4.80)  0.036
H (-0.77, -1.39, 2.47)  -0.037
H (-0.05, -1.12, -0.59)  0.090
H (-1.82, -4.37, -0.29)  0.088
H (-0.90, 0.08, 4.33)  0.048
H (2.98, 3.24, -0.29)  0.080
H (-2.50, 3.62, -1.32)  0.127
H (-3.68, -0.92, -1.50)  -0.001
H (1.22, 2.69, -2.00)  0.110
H (2.41, -0.84, -3.35)  0.072
H (-1.11, -1.26, -2.33)  -0.027
H (1.17, 0.64, -0.02)  0.083
H (-1.23, 0.97, 3.16)  -0.017
H (0.11, 0.29, 1.41)  0.110
H (-3.06, -2.57, 1.17)  0.000
H (-2.41, -2.20, 2.39)  -0.017

(2)
ORCA calculation (ωB97M-V with the def2-TZVPD basis set) on a 3-piece molecular cluster, C4H9O2PS overall in a non-equilibrium geometry.

- Maximum force: 4.53 eV/A
- SMILES string: C=C=O.CCP=S.O
- ΔE to the lowest compared entry with this formula, charge and spin: 238.76 kJ/mol

Each line ends with the Löwdin charge.
Element x y z (Å)
S (-0.17, 2.51, -0.23)  0.080
P (1.25, 1.14, -0.33)  0.483
O (-2.78, 0.75, 1.66)  -0.115
O (-0.01, -0.68, -1.42)  0.007
C (1.44, 0.35, 1.35)  -0.554
C (-1.33, -0.36, -3.46)  0.049
C (-0.63, -0.50, -2.40)  -0.267
C (2.20, -0.98, 1.32)  -0.238
H (-2.97, 1.39, 2.38)  0.043
H (-3.62, 0.25, 1.51)  0.053
H (2.07, 0.95, 2.02)  0.066
H (1.86, -1.61, 0.37)  0.075
H (0.51, 0.06, 1.87)  0.073
H (3.30, -0.97, 0.99)  0.076
H (-1.05, 0.28, -4.18)  0.030
H (-2.17, -0.95, -3.67)  0.065
H (2.10, -1.65, 2.21)  0.073

(3)
ORCA calculation (ωB97M-V with the def2-TZVPD basis set) on one molecule with the formula C4H8O3 in a non-equilibrium geometry.

- Maximum force: 2.58 eV/A
- SMILES string: O[C@H]1CO[C@H](O)C1
- ΔE to the lowest compared entry with this formula, charge and spin: 253.01 kJ/mol

Each line ends with the Löwdin charge.
Element x y z (Å)
O (-1.96, 0.28, 1.01)  -0.022
O (0.96, -1.33, -0.37)  -0.053
O (2.04, 0.75, -0.17)  -0.014
C (-0.60, 0.19, 0.62)  -0.411
C (1.21, -0.09, -0.92)  -0.360
C (-0.16, -1.27, 0.50)  -0.127
C (-0.32, 0.76, -0.77)  -0.017
H (-0.53, 1.87, -0.74)  0.131
H (1.68, -0.28, -1.90)  0.152
H (-1.07, 0.38, -1.47)  0.107
H (0.03, 0.73, 1.34)  0.149
H (1.60, 1.54, -0.56)  0.101
H (0.10, -1.73, 1.46)  0.131
H (-2.00, 0.03, 1.94)  0.101
H (-0.98, -1.83, 0.03)  0.134

(4)
ORCA calculation (ωB97M-V with the def2-TZVPD basis set) on one molecule with the formula C6H7NO3 in a non-equilibrium geometry.

- Maximum force: 3.46 eV/A
- SMILES string: O=C[C@H]1[C@@H]2N[C@@H]2[C@@H]1C(=O)O
- ΔE to the lowest compared entry with this formula, charge and spin: 249.05 kJ/mol

Each line ends with the Löwdin charge.
Element x y z (Å)
O (-1.99, 2.10, 0.08)  0.121
O (-2.16, 0.27, 1.35)  0.118
O (-0.83, -2.00, -1.92)  0.068
N (1.46, 0.57, 1.17)  -0.012
C (0.92, 1.08, -0.04)  -0.101
C (-1.60, 0.89, 0.48)  -0.489
C (-0.41, 0.40, -0.30)  -0.153
C (-0.02, -2.05, -1.02)  -0.212
C (1.55, -0.50, 0.24)  -0.127
C (0.12, -1.01, 0.06)  -0.196
H (-0.31, -1.44, 0.98)  0.162
H (-0.67, 0.45, -1.37)  0.164
H (2.36, 0.97, 1.41)  0.122
H (2.49, -1.00, 0.04)  0.135
H (0.68, -2.90, -0.94)  0.131
H (1.34, 1.95, -0.53)  0.136
H (-2.92, 2.23, 0.30)  0.133

(5)
ORCA calculation (ωB97M-V with the def2-TZVPD basis set) on one molecule with the formula C4H12N2 in a non-equilibrium geometry.

- Maximum force: 1.38 eV/A
- SMILES string: CNCCCN
- ΔE to the lowest compared entry with this formula, charge and spin: 86.32 kJ/mol

Each line ends with the Löwdin charge.
Element x y z (Å)
N (1.52, -0.08, 0.21)  -0.148
N (-2.31, -0.60, -0.92)  -0.011
C (-0.66, 1.07, 0.02)  -0.207
C (2.53, -0.72, 1.00)  -0.149
C (-1.34, 0.46, -1.19)  -0.298
C (0.20, 0.09, 0.77)  -0.277
H (2.08, -1.48, 1.66)  0.074
H (0.32, 0.36, 1.82)  0.113
H (1.52, -0.38, -0.75)  0.096
H (-1.40, 1.40, 0.76)  0.109
H (3.23, -1.19, 0.32)  0.077
H (3.06, -0.01, 1.64)  0.073
H (-0.30, -0.90, 0.85)  0.108
H (-1.88, 1.24, -1.73)  0.098
H (-1.89, -1.49, -1.12)  0.056
H (-0.62, 0.09, -1.93)  0.108
H (-2.82, -0.62, -0.05)  0.064
H (-0.13, 2.00, -0.19)  0.113